{
  "formula": "C28H38As3F5LuN6O4S",
  "method": "the ωB97M-V functional and the def2-TZVPD basis",
  "symbols": ["Lu", "C", "As", "C", "C", "C", "C", "C", "As", "C", "C", "C", "As", "C", "C", "H", "H", "H", "H", "H", "H", "H", "H", "H", "H", "H", "H", "H", "H", "H", "H", "H", "H", "H", "H", "H", "H", "H", "H", "H", "H", "H", "N", "N", "C", "N", "N", "N", "O", "O", "H", "H", "H", "H", "H", "O", "C", "O", "C", "C", "C", "C", "C", "C", "C", "C", "C", "N", "H", "H", "H", "H", "H", "H", "F", "C", "C", "F", "C", "F", "C", "S", "C", "F", "C", "F"],
  "xyz": [[0.882, -1.029, -1.416], [1.840, 2.104, 2.949], [0.040, 2.324, 2.219], [0.313, 4.222, 1.555], [-1.079, 2.702, 3.786], [-2.285, 1.688, 3.943], [-3.179, 2.500, 4.888], [-1.918, 0.375, 4.628], [-0.510, -0.942, 3.950], [-1.321, -2.723, 4.516], [0.596, -0.674, 5.682], [-2.853, 1.525, 2.540], [-4.806, 1.002, 2.454], [-5.179, 1.509, 0.542], [-4.697, -0.929, 2.151], [2.402, 1.425, 2.363], [1.695, 1.769, 4.014], [2.320, 3.099, 2.866], [1.083, 4.310, 0.844], [0.520, 4.836, 2.456], [-0.686, 4.551, 1.194], [-1.553, 3.679, 3.493], [-0.467, 2.888, 4.682], [-2.479, 2.989, 5.660], [-4.081, 2.029, 5.336], [-3.567, 3.317, 4.282], [-2.777, -0.256, 4.706], [-1.430, 0.562, 5.580], [-1.012, -3.391, 3.762], [-2.447, -2.757, 4.528], [-0.993, -2.999, 5.500], [0.852, 0.344, 5.621], [1.494, -1.318, 5.675], [-0.061, -0.992, 6.549], [-2.330, 0.736, 1.915], [-2.777, 2.450, 1.957], [-4.952, 2.612, 0.368], [-6.226, 1.312, 0.263], [-4.484, 0.858, -0.042], [-4.753, -1.430, 3.170], [-3.786, -1.165, 1.602], [-5.622, -1.189, 1.607], [-0.454, -2.087, -3.429], [-0.881, -3.432, -3.028], [-0.846, -3.725, -1.731], [-1.528, -4.798, -1.341], [-0.026, -2.967, -0.972], [0.024, -2.984, 0.362], [0.403, -1.873, 0.823], [-0.502, -3.892, 1.066], [-1.217, -1.771, -3.985], [0.289, -2.273, -4.111], [-1.596, -3.874, -3.612], [-1.795, -5.600, -1.953], [-1.338, -5.001, -0.353], [4.150, 0.583, 0.314], [3.311, 0.296, -0.523], [1.978, 0.323, -0.191], [3.731, -0.311, -1.819], [4.906, 0.275, -2.342], [5.410, -0.155, -3.583], [4.753, -1.198, -4.186], [5.320, -1.770, -5.377], [4.954, -3.001, -5.889], [3.854, -3.635, -5.276], [3.194, -3.071, -4.208], [3.595, -1.865, -3.611], [3.026, -1.310, -2.429], [5.488, 1.049, -1.823], [6.296, 0.209, -4.076], [6.116, -1.222, -5.846], [5.532, -3.495, -6.658], [3.487, -4.669, -5.475], [2.328, -3.568, -3.728], [0.357, 4.379, -5.686], [0.291, 3.323, -4.825], [0.960, 3.345, -3.557], [1.976, 4.178, -3.367], [0.455, 2.524, -2.544], [0.804, 2.666, -1.245], [-0.602, 1.583, -2.769], [-1.192, 0.662, -1.406], [-1.084, 1.477, -4.076], [-1.968, 0.530, -4.416], [-0.625, 2.282, -5.104], [-1.062, 1.944, -6.348]],
  "forces_ev_per_a": [[-0.52, 3.12, 0.62], [-0.73, 1.19, 1.49], [0.51, 0.11, -1.45], [-2.19, -0.31, 2.28], [-0.12, 0.47, -0.67], [1.34, 0.85, 0.22], [0.06, 0.82, 0.80], [1.31, -0.46, -0.51], [0.06, 0.08, 1.17], [-1.63, 1.69, 0.04], [-1.22, -2.51, -0.63], [-0.94, -1.58, -1.21], [-0.32, 0.92, 0.04], [1.05, 0.44, 0.03], [-0.54, -0.24, 1.16], [0.46, -0.89, -0.41], [0.66, 0.36, -1.01], [-0.07, -0.57, 0.53], [0.83, 0.01, -0.97], [0.14, -0.21, -0.55], [0.78, -0.10, -0.18], [0.41, -0.74, 0.48], [-0.35, -0.27, -0.06], [-1.43, -0.91, -0.75], [0.86, -0.09, -0.14], [-0.15, 0.31, 0.09], [-0.79, -0.24, 0.48], [-0.75, 0.26, 0.40], [0.53, -1.09, -0.65], [1.01, 0.36, -0.08], [0.36, -0.22, 0.36], [0.37, 1.25, 0.51], [-0.37, 0.39, -0.07], [0.78, 0.78, -0.92], [-0.27, 0.90, 0.86], [-0.08, -0.01, 0.18], [-0.23, -1.51, 0.22], [0.43, -0.01, 0.23], [-0.59, 0.72, 0.02], [0.32, 0.42, -1.35], [-0.09, -0.32, -0.01], [0.56, -0.09, 0.08], [1.05, -2.34, -0.05], [0.09, 1.43, -0.84], [0.02, -1.51, 0.10], [0.46, -0.69, 1.03], [-0.57, -1.10, -1.31], [-3.12, -0.35, 3.63], [0.49, -2.00, -1.02], [1.88, 1.94, -2.04], [-0.82, 1.23, -0.17], [-0.03, 0.14, -0.03], [0.44, 0.25, 0.39], [0.23, 1.40, 0.60], [-0.37, -0.31, -0.36], [-0.24, 0.04, -1.65], [-2.35, -0.24, 4.09], [2.44, -0.96, -2.31], [0.65, 0.11, -1.69], [1.46, -0.16, -1.50], [-1.14, 0.78, 2.18], [-1.29, -2.61, -1.52], [-0.24, -0.56, 0.08], [-0.34, 0.59, 0.90], [-0.68, -1.21, 0.70], [-1.17, 0.33, 0.85], [1.29, 1.96, 0.81], [0.99, 0.37, -0.61], [-0.82, -0.46, 0.16], [0.14, 0.46, 0.26], [0.39, 0.08, -0.03], [-0.17, 0.18, -0.18], [0.67, 1.00, -0.54], [0.63, -0.02, -0.40], [0.77, -1.39, 0.68], [-0.60, 0.09, 0.08], [-1.17, -0.29, -0.93], [-0.34, 0.17, 0.20], [-1.02, -0.39, 0.33], [0.53, 0.33, -1.30], [1.04, 0.67, -0.42], [0.00, -1.03, 0.08], [0.82, 0.10, 0.33], [-0.14, -0.29, 0.18], [0.31, 0.09, -0.19], [0.35, 1.10, 0.81]],
  "total_charge": 1,
  "de_lowest_ev": 1.349,
  "homo_lumo_gap_ev": 4.187,
  "e_lumo_ev": -4.764,
  "e_homo_ev": -9.0
}

***

{
  "formula": "C22H46N4O4PS2Ti",
  "method": "the ωB97M-V functional and the def2-TZVPD basis",
  "symbols": ["Ti", "C", "N", "C", "C", "O", "C", "O", "C", "C", "O", "N", "C", "C", "H", "H", "H", "H", "H", "H", "H", "H", "H", "H", "H", "H", "H", "H", "H", "H", "C", "C", "P", "C", "C", "C", "C", "H", "H", "H", "H", "H", "H", "H", "H", "H", "H", "H", "H", "H", "H", "H", "C", "C", "N", "C", "C", "N", "C", "C", "H", "H", "H", "H", "H", "H", "H", "H", "H", "H", "H", "H", "C", "O", "C", "S", "S", "H", "H", "H"],
  "xyz": [[0.012, 0.100, 0.108], [2.963, -2.973, -3.327], [2.642, -2.278, -2.076], [3.357, -2.742, -0.874], [1.562, -1.541, -1.951], [1.296, -0.948, -0.905], [0.616, -1.323, -3.128], [-0.634, -0.856, -2.653], [-1.580, -1.889, -2.417], [-2.220, -1.747, -1.040], [-1.647, -1.068, -0.178], [-3.366, -2.364, -0.799], [-4.051, -3.207, -1.786], [-3.912, -2.365, 0.564], [2.438, -3.926, -3.402], [4.032, -3.170, -3.343], [2.729, -2.357, -4.191], [3.368, -3.830, -0.878], [2.836, -2.403, 0.015], [4.379, -2.368, -0.880], [0.481, -2.246, -3.693], [1.021, -0.567, -3.800], [-1.095, -2.872, -2.432], [-2.331, -1.863, -3.203], [-4.107, -2.722, -2.756], [-5.069, -3.372, -1.443], [-3.560, -4.176, -1.890], [-3.143, -2.062, 1.267], [-4.241, -3.373, 0.809], [-4.762, -1.686, 0.635], [4.984, 1.314, 0.526], [3.649, 0.646, 0.211], [2.124, 1.650, 0.441], [2.534, 2.706, 1.871], [2.520, 1.924, 3.186], [2.325, 2.875, -0.931], [1.726, 2.429, -2.263], [5.811, 0.676, 0.208], [5.105, 1.487, 1.596], [5.103, 2.272, 0.016], [3.521, -0.257, 0.810], [3.624, 0.330, -0.836], [1.812, 3.523, 1.909], [3.513, 3.158, 1.700], [2.813, 2.560, 4.022], [3.207, 1.075, 3.160], [1.529, 1.519, 3.395], [3.391, 3.074, -1.065], [1.862, 3.810, -0.606], [0.718, 2.019, -2.140], [2.340, 1.653, -2.731], [1.658, 3.259, -2.968], [-1.944, 1.455, 1.854], [-3.173, 2.312, 2.241], [-3.322, 3.440, 1.316], [-2.042, 4.140, 1.211], [-0.987, 3.225, 0.540], [-1.494, 1.828, 0.464], [-2.675, 1.841, -0.444], [-3.681, 2.930, -0.006], [-2.176, 0.390, 1.881], [-1.106, 1.625, 2.527], [-3.061, 2.701, 3.253], [-4.091, 1.725, 2.206], [-1.726, 4.427, 2.215], [-2.184, 5.054, 0.634], [-0.064, 3.214, 1.111], [-0.763, 3.548, -0.478], [-3.138, 0.855, -0.403], [-2.311, 2.006, -1.459], [-4.690, 2.520, 0.039], [-3.694, 3.768, -0.703], [-1.243, -4.303, 3.393], [-0.809, -2.947, 3.188], [-0.134, -2.625, 2.087], [0.137, -3.741, 0.867], [0.557, -1.022, 2.241], [-1.448, -4.375, 4.456], [-0.471, -5.004, 3.091], [-2.145, -4.495, 2.815]],
  "forces_ev_per_a": [[-0.33, 1.16, 1.33], [0.03, 0.12, 0.20], [0.39, -0.97, -0.15], [0.01, 0.14, -0.17], [-0.31, 0.46, -0.48], [0.84, -0.56, -0.41], [-0.17, -0.13, 0.00], [0.02, -0.12, 0.14], [0.05, -0.02, 0.15], [0.46, 0.28, -0.25], [-0.70, -0.27, -0.16], [-0.38, -0.35, 0.06], [0.11, 0.10, 0.18], [0.07, -0.08, -0.16], [-0.04, -0.05, 0.03], [0.02, 0.02, 0.02], [-0.02, 0.04, -0.01], [0.00, -0.02, -0.02], [-0.05, 0.02, -0.01], [0.05, 0.02, -0.02], [0.06, 0.01, -0.09], [0.04, 0.06, 0.00], [-0.07, -0.03, 0.01], [-0.04, 0.01, -0.09], [0.00, 0.03, -0.02], [0.00, 0.01, 0.02], [0.01, -0.02, 0.01], [0.05, 0.02, 0.00], [0.00, -0.01, 0.00], [-0.03, 0.02, -0.01], [0.02, 0.00, 0.01], [0.07, -0.06, 0.12], [-0.02, 0.11, -0.54], [0.10, -0.09, 0.31], [0.02, -0.02, 0.01], [0.00, 0.04, -0.02], [0.05, -0.14, -0.05], [-0.02, 0.00, 0.01], [-0.01, 0.01, -0.03], [0.00, -0.02, 0.01], [0.01, -0.04, -0.01], [-0.03, -0.05, 0.00], [0.01, 0.04, 0.00], [-0.03, 0.06, -0.01], [-0.02, 0.00, -0.02], [-0.01, 0.04, -0.03], [-0.01, 0.00, 0.01], [-0.03, 0.15, 0.05], [0.01, -0.02, 0.01], [-0.04, 0.03, 0.02], [-0.06, 0.02, 0.04], [0.05, -0.02, 0.01], [-0.27, 0.18, -0.41], [0.07, 0.14, -0.12], [0.08, -0.02, 0.00], [-0.08, -0.13, -0.04], [-0.11, -0.13, -0.02], [-0.19, 0.07, 0.32], [0.04, -0.13, 0.16], [0.06, 0.00, 0.12], [0.04, -0.03, -0.04], [0.09, 0.00, -0.01], [-0.03, -0.01, 0.03], [-0.01, 0.00, 0.01], [-0.01, 0.01, 0.02], [-0.01, 0.03, 0.00], [0.07, 0.00, 0.00], [0.04, 0.00, -0.02], [0.08, -0.02, 0.00], [0.00, -0.01, -0.06], [-0.02, 0.02, -0.02], [0.00, 0.01, -0.01], [-0.03, 0.20, -0.01], [0.00, -0.08, -0.05], [0.45, -0.23, 0.10], [-0.23, 0.49, 0.01], [-0.17, -0.28, 0.03], [-0.04, 0.01, 0.03], [0.06, -0.01, 0.02], [-0.02, -0.03, -0.05]],
  "multiplicity": 3,
  "total_charge": 1,
  "de_lowest_ev": 0.345,
  "s2": 2.0053,
  "homo_lumo_gap_ev": [6.690, 7.990],
  "e_lumo_ev": [-2.006, -2.023],
  "e_homo_ev": [-8.7, -10.0]
}

***

{
  "formula": "C9H21AlF3O5",
  "method": "the ωB97M-V functional and the def2-TZVPD basis",
  "symbols": ["Al", "C", "O", "O", "C", "F", "F", "F", "C", "C", "H", "H", "H", "H", "H", "H", "C", "O", "H", "H", "H", "C", "C", "O", "H", "H", "H", "H", "H", "H", "C", "C", "O", "H", "H", "H", "H", "H", "H"],
  "xyz": [[17.232, -2.742, 6.113], [17.827, -6.589, 6.465], [19.172, -6.277, 6.232], [17.155, -5.436, 6.594], [17.271, -7.610, 5.469], [17.784, -8.824, 5.727], [15.946, -7.701, 5.472], [17.658, -7.312, 4.211], [20.134, -7.263, 6.594], [21.477, -6.594, 6.817], [22.236, -7.373, 6.942], [21.849, -6.122, 5.906], [21.489, -5.974, 7.708], [20.273, -8.041, 5.839], [19.865, -7.797, 7.512], [17.749, -7.058, 7.474], [17.900, -0.047, 8.527], [17.290, -0.340, 7.380], [18.899, -0.525, 8.636], [18.139, 1.016, 8.711], [17.417, -0.394, 9.454], [19.618, -4.719, 9.778], [18.854, -3.439, 9.568], [19.102, -2.981, 8.195], [19.383, -5.146, 10.752], [20.684, -4.504, 9.671], [19.437, -5.460, 8.999], [19.124, -2.583, 10.191], [17.771, -3.534, 9.673], [19.879, -2.421, 8.289], [14.382, -5.329, 3.149], [15.846, -4.964, 3.168], [16.014, -3.649, 3.775], [13.988, -5.541, 4.147], [14.288, -6.325, 2.702], [13.734, -4.618, 2.645], [16.161, -4.854, 2.129], [16.469, -5.653, 3.719], [15.999, -2.966, 3.099]],
  "forces_ev_per_a": [[0.55, -1.12, 1.00], [0.85, 1.23, 0.47], [0.05, -0.62, -0.10], [-1.20, 1.67, 0.21], [0.57, -0.40, -1.00], [-0.17, 0.03, 0.27], [-0.05, 0.15, 0.26], [-0.07, 0.08, 0.05], [1.04, -0.38, 0.25], [0.41, -0.74, -0.40], [-0.21, -0.14, 0.37], [-0.37, 0.62, 0.17], [0.04, 0.34, -0.22], [-0.39, 0.18, -0.26], [-0.37, 0.20, 0.03], [-0.18, -0.17, -0.02], [0.79, -1.42, 2.10], [-0.73, -0.79, -1.70], [0.19, 0.34, -0.48], [-0.07, 0.22, -0.86], [-0.60, 0.06, -0.28], [0.33, 0.18, 0.12], [-0.47, 0.29, -0.95], [-0.39, 0.10, -0.06], [0.24, -0.05, 0.02], [0.04, -0.04, 0.46], [-0.52, 0.14, -0.01], [0.25, -0.43, 0.42], [0.05, -0.29, -0.08], [0.09, -0.04, -0.52], [-0.11, -1.29, 0.80], [-0.78, 0.86, -0.59], [0.62, 0.77, 1.11], [0.11, 0.52, 0.14], [0.00, 0.24, -0.48], [0.15, 0.06, -0.14], [0.46, -0.29, 0.11], [-0.04, 0.01, -0.09], [-0.11, -0.10, -0.12]],
  "total_charge": 1,
  "de_lowest_ev": 0.000,
  "homo_lumo_gap_ev": 3.820,
  "e_lumo_ev": -8.546,
  "e_homo_ev": -12.4
}